--- w ---
Computed, not measured: the molecule C3H5N3O, with ωB97M-V/def2-TZVPD.

Structure (ORCA input):
```
! wB97M-V def2-TZVPD RIJCOSX def2/J DEFGRID3
* xyz 0 1
N 0.476 1.742 0.132
C 0.467 0.339 0.108
C 1.595 -0.378 -0.081
O 1.364 -1.686 -0.057
N 0.003 -1.887 0.151
C -0.532 -0.695 0.259
N -1.881 -0.562 0.556
H 0.158 2.229 -0.689
H 0.276 2.200 1.004
H 2.596 0.000 -0.227
H -2.357 0.141 0.006
H -2.367 -1.451 0.516
*
```

Summary:
SMILES: Nc1conc1N

Here are the Löwdin charges for atoms 1 to 8, given in e: 0.070, -0.268, -0.078, -0.039, 0.095, -0.363, 0.112, 0.076

--- x ---
Computed, not measured: the molecule C3H5N3O, with ωB97M-V/def2-TZVPD.

Structure (ORCA input):
```
! wB97M-V def2-TZVPD RIJCOSX def2/J DEFGRID3
* xyz 0 1
H -0.689 2.464 -0.526
N -1.064 1.546 -0.164
C -0.117 0.771 0.124
C 1.416 0.849 0.161
N 1.694 -0.665 -0.188
C 0.612 -1.221 -0.132
N -0.434 -0.531 0.265
O -1.764 -0.933 0.004
H 1.802 1.520 -0.684
H 2.007 0.994 1.129
H 0.395 -2.228 -0.348
H -2.243 -0.124 0.087
*
```

Summary:
SMILES: [H]/N=C1\CN=CN1O

Here are the Löwdin charges for atoms 1 to 8, given in e: 0.088, 0.138, -0.413, -0.045, 0.071, -0.267, -0.087, 0.059

Which structure is the least stable? The one labeled x.

--- w ---
Computed, not measured: a cluster of 2 separate species, C3H5N3O in total, with ωB97M-V/def2-TZVPD.

Structure (ORCA input):
```
! wB97M-V def2-TZVPD RIJCOSX def2/J DEFGRID3
* xyz 0 1
C 0.439 0.658 0.683
C -0.818 0.883 0.165
C -1.170 -0.040 -0.701
H 1.901 -2.043 0.065
H 2.007 -1.401 -1.395
H 1.176 1.100 1.229
H -1.827 1.741 1.791
H -2.313 -0.184 -1.074
N 2.057 -1.050 -0.205
N 0.749 -0.540 0.024
N -0.233 -0.898 -0.929
O -1.967 1.773 0.345
*
```

Here are the Löwdin charges for atoms 1 to 8, given in e: 0.031, -0.406, -0.203, 0.064, 0.188, 0.087, 0.321, 0.184

--- x ---
Computed, not measured: the molecule C3H5N3O, with ωB97M-V/def2-TZVPD.

Structure (ORCA input):
```
! wB97M-V def2-TZVPD RIJCOSX def2/J DEFGRID3
* xyz 0 1
N 1.825 -0.169 0.076
C 0.447 -0.193 0.189
C -0.456 0.941 0.352
N -1.602 0.592 -0.407
C -1.653 -0.774 -0.538
O -0.369 0.027 1.430
N -0.332 -1.159 -0.486
H 2.391 -0.976 -0.102
H 2.361 0.674 0.043
H -0.172 1.978 0.549
H -2.444 1.143 -0.371
H 0.005 -2.083 -0.735
*
```

Here are the Löwdin charges for atoms 1 to 8, given in e: 0.154, -0.481, -0.267, 0.024, -0.063, -0.001, 0.051, 0.088

Which structure is the least stable? The one labeled w.

--- w ---
Computed, not measured: the molecule C3H5N3O, with ωB97M-V/def2-TZVPD.

Structure (ORCA input):
```
! wB97M-V def2-TZVPD RIJCOSX def2/J DEFGRID3
* xyz 0 1
H 0.190 -3.416 -1.126
N 0.213 -2.427 -0.918
C -0.937 -1.977 -0.609
N -1.058 -0.629 -0.311
C 0.036 -0.061 -0.347
N 1.047 0.605 -0.351
C 0.640 1.929 0.195
O 0.578 1.904 1.580
H -1.878 -2.517 -0.556
H 1.365 2.624 -0.219
H -0.372 2.186 -0.140
H 1.446 1.643 1.912
*
```

Summary:
SMILES: [H]/N=C/N=C=NCO

Here are the Löwdin charges for atoms 1 to 8, given in e: 0.042, 0.087, -0.307, 0.130, -0.247, 0.153, -0.287, -0.023

--- x ---
Computed, not measured: the molecule C3H5N3O, with ωB97M-V/def2-TZVPD.

Structure (ORCA input):
```
! wB97M-V def2-TZVPD RIJCOSX def2/J DEFGRID3
* xyz 0 1
H -1.865 -0.267 -1.825
N -1.244 0.567 -1.910
C -0.315 0.698 -1.092
N -0.032 -0.170 0.030
C -1.108 -0.828 0.674
O -0.952 -1.495 1.647
C 1.177 -0.086 0.766
N 1.998 0.815 0.279
H 2.833 0.664 0.827
H 0.354 1.488 -1.147
H -2.093 -0.594 0.188
H 1.246 -0.793 1.563
*
```

Summary:
SMILES: [H]/N=C\N(C=O)/C=N/[H]

Here are the Löwdin charges for atoms 1 to 8, given in e: 0.062, 0.114, -0.229, -0.037, -0.283, 0.064, -0.164, 0.097

Which structure is the least stable? The one labeled w.

--- w ---
Computed, not measured: a cluster of 2 separate species, C4H12 in total, with ωB97M-V/def2-TZVPD.

Structure (ORCA input):
```
! wB97M-V def2-TZVPD RIJCOSX def2/J DEFGRID3
* xyz -1 2
C -1.275 -0.987 1.536
C -0.580 -2.299 1.837
H -1.490 -0.787 0.485
H -2.240 -0.902 2.031
H -0.555 -0.204 1.793
H 0.131 -2.625 1.071
H 0.069 -2.201 2.717
H -1.240 -3.145 2.042
C 1.388 2.070 -1.287
C 0.410 1.259 -2.153
H 0.916 3.037 -1.093
H 1.499 1.642 -0.288
H 2.375 2.109 -1.749
H 0.605 0.181 -2.093
H 0.554 1.567 -3.188
H -0.566 1.285 -1.660
*
```

Summary:
<S²>: 0.75

Here are the Löwdin charges for atoms 1 to 8, given in e: -0.341, -0.327, 0.021, 0.034, 0.021, 0.026, 0.037, 0.038

--- x ---
Computed, not measured: a cluster of 2 separate species, C4H12 in total, with ωB97M-V/def2-TZVPD.

Structure (ORCA input):
```
! wB97M-V def2-TZVPD RIJCOSX def2/J DEFGRID3
* xyz -1 2
C -1.498 1.184 0.008
C -1.546 1.389 1.519
H -0.508 1.456 -0.354
H -1.723 0.136 -0.212
H -2.300 1.749 -0.473
H -0.816 0.731 2.019
H -1.199 2.394 1.779
H -2.477 1.151 2.028
C 0.926 -1.656 -1.085
C 2.153 -0.881 -0.622
H 1.063 -2.298 -1.955
H 0.625 -2.336 -0.273
H 0.040 -1.026 -1.144
H 2.844 -1.551 -0.104
H 1.808 -0.240 0.205
H 2.608 -0.204 -1.339
*
```

Summary:
<S²>: 0.75

Here are the Löwdin charges for atoms 1 to 8, given in e: -0.336, -0.390, 0.028, 0.028, 0.030, 0.016, 0.025, 0.026

--- y ---
Computed, not measured: a cluster of 2 separate species, C4H12 in total, with ωB97M-V/def2-TZVPD.

Structure (ORCA input):
```
! wB97M-V def2-TZVPD RIJCOSX def2/J DEFGRID3
* xyz -1 2
C 0.539 2.584 -1.098
C 0.505 1.227 -1.745
H 0.571 3.493 -1.699
H -0.327 2.664 -0.419
H 1.410 2.726 -0.433
H 0.671 0.437 -1.014
H 1.303 1.100 -2.505
H -0.401 0.918 -2.268
C 0.199 -1.764 1.363
C -1.318 -2.052 1.392
H 0.402 -0.759 1.778
H 0.723 -2.357 2.125
H 0.708 -1.696 0.405
H -1.910 -1.638 2.203
H -1.350 -3.147 1.482
H -1.725 -1.735 0.433
*
```

Summary:
<S²>: 0.75

Here are the Löwdin charges for atoms 1 to 8, given in e: -0.317, -0.327, 0.037, 0.035, 0.037, 0.026, 0.042, 0.028

Which structure is the least stable? The one labeled y.

--- w ---
Computed, not measured: a cluster of 2 separate species, C4H12 in total, with ωB97M-V/def2-TZVPD.

Structure (ORCA input):
```
! wB97M-V def2-TZVPD RIJCOSX def2/J DEFGRID3
* xyz -1 2
C 0.075 -1.148 2.518
C 1.299 -1.205 1.567
H 0.138 -1.491 3.545
H -0.172 -0.078 2.602
H -0.806 -1.567 2.031
H 1.463 -0.237 1.107
H 1.064 -1.961 0.811
H 2.218 -1.600 2.006
C -0.993 1.613 -2.569
C -0.268 0.708 -1.557
H -1.833 2.060 -2.012
H -0.389 2.474 -2.841
H -1.423 1.023 -3.374
H 0.554 0.171 -2.030
H -0.974 -0.020 -1.136
H 0.045 1.258 -0.669
*
```

Summary:
<S²>: 0.75

Here are the Löwdin charges for atoms 1 to 8, given in e: -0.295, -0.275, 0.032, 0.024, 0.026, 0.025, 0.030, 0.037

--- x ---
Computed, not measured: a cluster of 2 separate species, C4H12 in total, with ωB97M-V/def2-TZVPD.

Structure (ORCA input):
```
! wB97M-V def2-TZVPD RIJCOSX def2/J DEFGRID3
* xyz -1 2
C -0.583 1.864 -0.730
C -1.712 0.888 -1.147
H -1.152 2.740 -0.394
H -0.103 1.552 0.198
H 0.093 1.976 -1.566
H -1.320 -0.123 -1.108
H -2.616 1.055 -0.572
H -1.951 1.113 -2.192
C 0.426 -1.148 0.923
C 1.891 -1.572 0.971
H -0.277 -1.995 0.951
H 0.086 -0.497 1.715
H 0.238 -0.810 -0.080
H 2.043 -2.637 0.731
H 2.355 -1.367 1.943
H 2.534 -1.101 0.212
*
```

Summary:
<S²>: 0.75

Here are the Löwdin charges for atoms 1 to 8, given in e: -0.274, -0.254, 0.041, 0.025, 0.029, 0.021, 0.042, 0.042

Which structure is the least stable? The one labeled x.

--- w ---
Computed, not measured: the ion C5H9N4O with charge +1, with ωB97M-V/def2-TZVPD.

Structure (ORCA input):
```
! wB97M-V def2-TZVPD RIJCOSX def2/J DEFGRID3
* xyz 1 1
H 0.779 1.151 -2.079
N -0.130 1.634 -1.988
C -0.876 1.086 -1.162
N -2.185 1.595 -0.797
N -0.816 -0.110 -0.431
N -1.748 -0.315 0.649
C 0.824 -0.454 0.098
C 1.550 -1.517 -0.292
C 2.514 -1.585 0.757
C 2.222 -0.532 1.649
O 1.160 0.100 1.222
H -2.616 0.853 -0.025
H -2.059 2.494 -0.263
H -2.774 1.726 -1.657
H -2.087 -1.214 0.630
H -1.194 -0.058 1.519
H 1.530 -2.218 -1.118
H 3.180 -2.433 0.794
H 2.725 -0.201 2.492
*
```

Summary:
SMILES: [H]/N=C(/[NH3+])N(N)c1ccco1

Here are the Löwdin charges for atoms 1 to 8, given in e: 0.096, 0.206, -0.484, 0.182, 0.006, 0.061, -0.211, 0.003

--- x ---
Computed, not measured: the ion C5H9N4O with charge +1, with ωB97M-V/def2-TZVPD.

Structure (ORCA input):
```
! wB97M-V def2-TZVPD RIJCOSX def2/J DEFGRID3
* xyz 1 1
O 0.842 -2.180 -0.423
C 1.017 -1.068 0.022
C 2.280 -0.281 0.031
C 2.032 1.227 -0.072
N 0.882 1.743 -0.013
C -0.242 1.065 0.372
N -1.344 1.038 -0.603
C -2.263 0.048 -0.194
N -1.407 -1.115 0.351
N -0.102 -0.471 0.643
H 2.707 -0.626 -0.891
H 3.013 -0.363 0.826
H 2.918 1.824 -0.219
H -0.547 1.392 1.343
H -0.944 1.237 -1.608
H -3.060 0.283 0.598
H -2.909 -0.312 -0.933
H -1.738 -1.539 1.142
H -1.136 -1.902 -0.372
*
```

Summary:
SMILES: O=C1CC=N[C@H]2NC[NH2+]N12

Here are the Löwdin charges for atoms 1 to 8, given in e: 0.109, -0.405, -0.018, -0.050, 0.120, -0.315, 0.037, -0.117

Which structure is the least stable? The one labeled w.

--- w ---
Computed, not measured: the molecule C5H12OS, with ωB97M-V/def2-TZVPD.

Structure (ORCA input):
```
! wB97M-V def2-TZVPD RIJCOSX def2/J DEFGRID3
* xyz 0 1
C 2.117 -0.541 -0.340
C 0.750 0.012 0.097
C 0.859 1.496 0.342
C -0.303 -0.300 -0.968
C -2.262 -0.930 0.796
H 2.025 -1.594 -0.613
H 2.927 -0.453 0.413
H 2.422 -0.050 -1.277
H 0.378 -0.387 1.047
H -0.146 1.904 0.605
H 1.228 2.048 -0.527
H 1.586 1.765 1.135
H -0.099 0.311 -1.849
H -0.472 -1.337 -1.289
H -1.847 -1.954 0.665
H -1.618 -0.595 1.615
H -3.304 -0.985 1.081
O -2.181 1.504 -0.235
S -2.060 0.088 -0.698
*
```

Here are the Löwdin charges for atoms 1 to 8, given in e: -0.077, -0.473, -0.098, -0.352, -0.260, 0.070, 0.089, 0.084

--- x ---
Computed, not measured: a cluster of 2 separate species, C5H12OS in total, with ωB97M-V/def2-TZVPD.

Structure (ORCA input):
```
! wB97M-V def2-TZVPD RIJCOSX def2/J DEFGRID3
* xyz 0 1
C 2.818 1.639 -0.766
C 1.814 0.766 -1.137
C 0.679 1.309 -1.987
S -0.797 1.656 -1.049
H 2.939 2.003 0.254
H 3.496 2.004 -1.545
H 1.855 -0.282 -0.842
H 0.482 0.607 -2.804
H 1.056 2.231 -2.448
H -1.543 0.467 -0.370
H -1.195 2.930 -0.918
C -1.339 -2.653 1.788
C -1.567 -1.146 1.608
O -1.777 -0.878 0.283
H -0.464 -2.993 1.231
H -1.170 -2.887 2.845
H -2.206 -3.228 1.458
H -0.691 -0.658 2.089
H -2.388 -0.886 2.308
*
```

Here are the Löwdin charges for atoms 1 to 8, given in e: -0.003, -0.216, -0.511, 0.927, 0.060, 0.063, 0.105, 0.082

Which structure is the least stable? The one labeled x.

--- w ---
Computed, not measured: the molecule C4H9NO2, with ωB97M-V/def2-TZVPD.

Structure (ORCA input):
```
! wB97M-V def2-TZVPD RIJCOSX def2/J DEFGRID3
* xyz 0 1
C 1.872 -0.527 1.277
C 1.182 0.827 1.149
N 0.430 0.975 -0.086
C -0.683 0.220 -0.292
O -1.256 -0.434 0.557
O -1.076 0.301 -1.583
C -2.209 -0.500 -1.899
H 2.443 -0.582 2.207
H 1.116 -1.316 1.287
H 2.556 -0.710 0.443
H 0.486 0.962 1.980
H 1.904 1.648 1.189
H 0.896 1.327 -0.908
H -2.380 -0.363 -2.967
H -2.009 -1.551 -1.675
H -3.083 -0.179 -1.327
*
```

Summary:
SMILES: CCNC(=O)OC

Here are the Löwdin charges for atoms 1 to 8, given in e: -0.088, -0.239, 0.065, -0.591, 0.085, -0.041, -0.060, 0.072

--- x ---
Computed, not measured: the molecule C4H9NO2, with ωB97M-V/def2-TZVPD.

Structure (ORCA input):
```
! wB97M-V def2-TZVPD RIJCOSX def2/J DEFGRID3
* xyz 0 1
C -0.562 -2.343 1.152
N -0.524 -0.879 1.029
C -0.122 -0.413 -0.183
O 0.508 -1.002 -1.031
C -0.375 1.129 -0.232
C 0.857 1.885 -0.695
O 0.972 1.756 -2.124
H -1.233 -2.799 0.430
H -0.849 -2.575 2.174
H 0.471 -2.706 1.056
H -1.142 -0.313 1.578
H -1.276 1.398 -0.802
H -0.645 1.502 0.754
H 0.778 2.962 -0.608
H 1.717 1.463 -0.148
H 1.424 0.935 -2.351
*
```

Summary:
SMILES: CNC(=O)CCO

Here are the Löwdin charges for atoms 1 to 8, given in e: -0.067, 0.004, -0.499, 0.076, -0.105, -0.241, -0.081, 0.086

Which structure is the least stable? The one labeled x.

--- w ---
Computed, not measured: the molecule C4H9NO2, with ωB97M-V/def2-TZVPD.

Structure (ORCA input):
```
! wB97M-V def2-TZVPD RIJCOSX def2/J DEFGRID3
* xyz 0 1
C -1.673 -0.841 -0.799
N -0.830 -1.220 0.316
C -0.385 -0.060 1.179
C 0.469 0.912 0.425
O -0.087 2.158 0.277
C 1.571 0.542 -0.236
O 2.122 -0.710 -0.072
H -1.921 -1.728 -1.383
H -1.220 -0.095 -1.466
H -2.601 -0.418 -0.407
H -0.050 -1.789 -0.002
H -1.270 0.459 1.550
H 0.184 -0.501 1.999
H 0.539 2.762 -0.140
H 2.117 1.239 -0.864
H 3.033 -0.710 -0.377
*
```

Summary:
SMILES: CNC/C(O)=C\O

Here are the Löwdin charges for atoms 1 to 8, given in e: -0.147, -0.116, -0.132, -0.338, 0.028, -0.152, -0.014, 0.075

--- x ---
Computed, not measured: the molecule C4H9NO2, with ωB97M-V/def2-TZVPD.

Structure (ORCA input):
```
! wB97M-V def2-TZVPD RIJCOSX def2/J DEFGRID3
* xyz 0 1
N 1.558 0.362 1.083
C 1.264 -0.960 0.957
O 1.643 -1.809 1.740
C 0.355 -1.260 -0.228
C -0.974 -0.468 -0.090
C -1.110 0.812 -0.912
O -0.401 1.907 -0.336
H 1.838 0.704 1.989
H 1.165 1.025 0.425
H 0.850 -1.014 -1.176
H 0.187 -2.338 -0.228
H -1.824 -1.105 -0.365
H -1.116 -0.220 0.966
H -0.745 0.640 -1.935
H -2.176 1.064 -0.960
H -0.512 2.662 -0.930
*
```

Summary:
SMILES: NC(=O)CCCO

Here are the Löwdin charges for atoms 1 to 8, given in e: 0.165, -0.563, 0.044, -0.104, -0.172, -0.261, -0.092, 0.113

Which structure is the least stable? The one labeled w.